[1]
# C46H36AsBrN2O2PSSe2Tm

A structure of composition C46H36AsBrN2O2PSSe2Tm (ωB97M-V/def2-TZVPD, the Open Molecules 2025 dataset).

Element x y z (Å)
Tm1 -0.36661 0.47594 0.25300
Br1 -1.96441 0.83155 7.25305
C1 -2.12495 -0.09897 5.61745
C2 -3.30572 0.11425 4.86742
C3 -3.24894 -0.05707 3.50555
C4 -2.03030 -0.38649 2.86012
O1 -1.92019 -0.18995 1.57374
C5 -0.93358 -0.83379 3.65522
C6 0.28370 -1.27106 3.01734
N1 0.71878 -0.89883 1.78946
C7 2.03890 -1.28001 1.43917
C8 2.69175 -2.35823 2.04956
C9 4.04328 -2.56522 1.86656
C10 4.74596 -1.79250 0.92296
C11 4.05427 -0.83859 0.11558
C12 4.70416 -0.12852 -0.88467
C13 3.98936 0.84762 -1.59145
C14 2.59951 0.97391 -1.39928
N2 1.95129 0.25640 -0.44147
C15 2.66210 -0.59215 0.34143
C16 -0.97649 -0.61161 5.03762
H1 -4.20340 0.49372 5.35170
H2 -4.13697 0.10413 2.89778
H3 0.91528 -1.89535 3.66645
H4 2.11317 -3.01278 2.71767
H5 4.62475 -3.30626 2.42515
H6 5.80164 -1.98789 0.73220
H7 5.68247 -0.38490 -1.22235
H8 4.43923 1.52585 -2.30795
H9 1.96676 1.67211 -1.95852
H10 -0.09948 -0.83002 5.65344
S1 -0.50912 0.85343 -3.03547
C17 -0.17924 -0.36908 -4.20845
C18 0.04726 0.10572 -5.55388
C19 0.11112 -0.76096 -6.63951
C20 0.04182 -2.14486 -6.38896
C21 -0.01038 -2.63208 -5.09076
C22 -0.15190 -1.75202 -4.00270
As1 -0.05668 -2.47655 -2.13246
C23 1.29689 -3.94334 -2.44133
C24 2.44618 -3.56982 -3.14933
C25 3.63883 -4.32983 -3.06087
C26 3.74047 -5.36311 -2.14819
C27 2.57734 -5.79688 -1.51832
C28 1.35702 -5.14293 -1.67741
C29 -1.64481 -3.67752 -1.93472
C30 -1.79270 -4.13404 -0.59702
C31 -2.97957 -4.80329 -0.27283
C32 -3.97841 -5.02750 -1.22131
C33 -3.76857 -4.61768 -2.53342
C34 -2.59581 -3.91466 -2.91505
H11 0.12363 1.20266 -5.66448
H12 0.16047 -0.34431 -7.64614
H13 0.11565 -2.86737 -7.18728
H14 -0.05341 -3.70532 -4.91146
H15 2.40324 -2.68655 -3.75869
H16 4.45214 -3.94181 -3.70305
H17 4.70509 -5.81343 -1.98511
H18 2.56159 -6.73919 -0.96017
H19 0.47933 -5.53812 -1.16278
H20 -0.97135 -4.00549 0.07922
H21 -3.14957 -5.13431 0.72581
H22 -4.92114 -5.52267 -0.94440
H23 -4.55682 -4.86202 -3.25225
H24 -2.40359 -3.59643 -3.93875
Se1 -2.18315 2.83107 0.23520
P1 -0.73985 3.95990 1.38492
Se2 0.98620 2.65869 1.68236
C35 -0.28159 5.47330 0.52816
C36 -0.32099 5.52391 -0.88998
C37 0.03933 6.72485 -1.56903
C38 0.46604 7.82258 -0.86240
C39 0.55417 7.75478 0.54242
C40 0.22212 6.60485 1.22973
C41 -1.43743 4.40799 2.96071
C42 -2.75840 4.74421 2.95501
C43 -3.38648 4.93874 4.18317
C44 -2.69794 4.85726 5.38792
C45 -1.34053 4.58853 5.35600
C46 -0.68341 4.38356 4.14923
H25 -0.68992 4.69810 -1.48018
H26 -0.02118 6.74799 -2.62381
H27 0.65155 8.74409 -1.36148
H28 0.89163 8.61475 1.08823
H29 0.33937 6.51561 2.32842
H30 -3.29680 4.74379 1.99735
H31 -4.44904 5.10903 4.14798
H32 -3.21517 4.99134 6.35437
H33 -0.78950 4.49032 6.28050
H34 0.37685 4.10309 4.08108
O2 -2.16687 -0.48824 -0.90661
H35 -2.31817 -0.06940 -1.78345
H36 -3.00120 -0.39858 -0.36827

Cartesian forces (eV/Å) of the 3 atoms listed first:
Tm -0.73 0.69 -1.25
Br -0.09 -0.28 0.53
C 0.43 0.42 -0.52

Its multiplicity is 3. Its HOMO-LUMO gap (spin up / spin down) is 0.207 / 0.207 Ha. The value obtained for the LUMO energy (spin up / spin down) is -0.0456 / -0.0455 Ha. As for the expectation value of S²: 2.00.


[2]
# C46H37Br2N2OPdSSbSi

A structure of composition C46H37Br2N2OPdSSbSi (ωB97M-V/def2-TZVPD, the Open Molecules 2025 dataset).

Element x y z (Å)
Pd1 -0.87288 -2.10331 -0.32636
C1 2.35289 -2.53930 0.48802
C2 1.46242 -2.52273 1.69201
C3 2.00619 -2.32797 2.96148
C4 1.18993 -2.28296 4.06432
C5 -0.19573 -2.46496 3.89252
C6 -1.12591 -2.46208 4.94032
Br1 -0.54505 -2.15624 6.74626
C7 -2.47026 -2.66942 4.72713
C8 -2.91690 -2.89276 3.44457
Br2 -4.77933 -3.16277 3.13275
C9 -2.08394 -2.92431 2.29879
O1 -2.50597 -3.15365 1.14434
C10 -0.66978 -2.69079 2.57127
N1 0.15547 -2.69943 1.49810
H1 3.28560 -2.01459 0.69105
H2 1.82056 -2.05381 -0.33805
H3 2.58639 -3.56465 0.19086
H4 3.07698 -2.21834 3.06170
H5 1.60064 -2.11220 5.05067
H6 -3.15808 -2.65630 5.55963
C11 1.53778 2.20516 -3.62544
C12 2.09182 1.41447 -2.63580
C13 1.55852 0.16822 -2.35477
C14 0.48147 -0.33468 -3.06901
C15 -0.04707 0.46788 -4.07021
C16 0.45375 1.72869 -4.34025
Si1 -0.29858 -2.05581 -2.79322
C17 1.17480 -3.29538 -2.57070
C18 1.12022 -4.44124 -1.78791
C19 2.13867 -5.38066 -1.80422
C20 3.27377 -5.15445 -2.56385
C21 3.36208 -4.00619 -3.33201
C22 2.31599 -3.10200 -3.34396
H7 1.92915 3.19354 -3.82592
H8 2.94442 1.77710 -2.07678
H9 2.01014 -0.41667 -1.56420
H10 -0.87448 0.08563 -4.64922
H11 -0.00526 2.34485 -5.10530
H12 -0.61555 -2.48049 -4.22367
H13 0.26561 -4.60082 -1.13556
H14 2.06685 -6.28416 -1.21018
H15 4.08173 -5.87537 -2.54934
H16 4.24990 -3.81119 -3.92342
H17 2.37962 -2.21905 -3.96540
N2 -1.83821 -1.80588 -2.13388
C23 -2.82394 -2.67454 -1.81380
C24 -2.63218 -4.04276 -1.51882
C25 -3.70039 -4.87102 -1.24811
C26 -5.00057 -4.39304 -1.29707
C27 -5.21882 -3.06303 -1.61983
C28 -4.15976 -2.21962 -1.86858
H18 -1.62600 -4.45381 -1.54126
H19 -3.52150 -5.91096 -0.99856
H20 -5.82968 -5.05197 -1.08357
H21 -6.23053 -2.67931 -1.67105
H22 -4.31628 -1.17993 -2.12093
S1 -1.18210 0.07947 0.53212
Sb1 0.63780 1.82893 0.97521
C29 -0.84094 3.02380 2.06925
C30 -1.90793 2.45618 2.74750
C31 -2.90087 3.25401 3.29329
C32 -2.83442 4.63152 3.17737
C33 -1.76460 5.20712 2.51465
C34 -0.78533 4.40516 1.96131
C35 0.05677 3.02229 -0.75707
C36 -0.99708 2.60208 -1.55078
C37 -1.51751 3.42806 -2.53087
C38 -0.99453 4.69471 -2.72161
C39 0.07576 5.11259 -1.94898
C40 0.60287 4.27744 -0.97810
C41 2.30845 3.39954 1.62049
C42 2.28640 4.06957 2.83709
C43 3.36707 4.82057 3.27044
C44 4.51767 4.87954 2.50255
C45 4.57958 4.18233 1.30687
C46 3.48580 3.44634 0.88233
H23 -1.98110 1.37949 2.82518
H24 -3.74144 2.79630 3.79855
H25 -3.60739 5.25736 3.60424
H26 -1.69880 6.28298 2.41324
H27 0.03366 4.86120 1.42717
H28 -1.41493 1.61452 -1.40959
H29 -2.33850 3.08396 -3.14523
H30 -1.41676 5.35684 -3.46882
H31 0.49681 6.10203 -2.09504
H32 1.44651 4.60939 -0.38411
H33 1.40183 4.00081 3.45867
H34 3.32182 5.36211 4.21101
H35 5.36491 5.46289 2.83877
H36 5.48768 4.21456 0.71321
H37 3.54209 2.88536 -0.04586

Cartesian forces (eV/Å) of the 3 atoms listed first:
Pd 0.50 0.11 0.74
C -0.16 0.17 -0.01
C -0.46 -0.23 -0.62

Its multiplicity is 3. The calculation puts the energy above the lowest of the compared OMol25 structures with the same formula, charge and spin at 15.2 kcal/mol. As for the total charge: -2. Its HOMO-LUMO gap (spin up / spin down) is 0.183 / 0.206 Ha. The value obtained for the LUMO energy (spin up / spin down) is 0.1469 / 0.1365 Ha. As for the expectation value of S²: 2.03.


[3]
# C46H37Cl2N5O3OsP

A structure of composition C46H37Cl2N5O3OsP (ωB97M-V/def2-TZVPD, the Open Molecules 2025 dataset).

Element x y z (Å)
Os1 0.24153 -0.75936 0.10240
Cl1 -4.91530 -4.81717 -2.09846
C1 -3.34615 -4.15411 -1.82398
C2 -3.22586 -3.08208 -0.94993
C3 -1.97804 -2.52890 -0.71316
N1 -1.70626 -1.39376 0.08186
C4 -2.67710 -0.52804 0.49265
O1 -3.87987 -0.69352 0.48596
C5 -2.10279 0.81593 0.87890
C6 -2.92966 1.85632 1.25152
C7 -2.36574 3.09730 1.48840
C8 -0.99112 3.25784 1.35376
C9 -0.22321 2.17421 0.98779
N2 -0.77483 0.97645 0.74979
C10 -0.84126 -3.07381 -1.32538
C11 -0.97059 -4.12616 -2.21464
C12 -2.22621 -4.66579 -2.46209
Cl2 -2.35035 -5.97678 -3.57643
N3 0.38476 -2.47688 -0.93327
C13 1.55657 -3.20114 -0.97208
O2 1.81916 -4.10286 -1.73665
C14 2.51244 -2.83203 0.13223
C15 3.76281 -3.41778 0.17976
C16 4.58799 -3.12825 1.25525
C17 4.12268 -2.27038 2.23719
C18 2.85729 -1.71877 2.10979
N4 2.06356 -1.99917 1.07820
H1 -4.10469 -2.68360 -0.47020
H2 -3.98993 1.66349 1.33294
H3 -2.98782 3.93589 1.77260
H4 -0.51734 4.21442 1.52307
H5 0.84949 2.23100 0.86466
H6 -0.10857 -4.53765 -2.71332
H7 4.04929 -4.09361 -0.61329
H8 5.57299 -3.56876 1.32870
H9 4.72450 -2.02271 3.09984
H10 2.46175 -1.03418 2.84288
N5 1.66221 0.22254 -0.66297
P1 1.86764 1.02085 -2.03163
C19 1.79113 -0.03802 -3.47756
C20 1.11736 0.33355 -4.63916
C21 1.06798 -0.54289 -5.71305
C22 1.67992 -1.78607 -5.62659
C23 2.35991 -2.15474 -4.47259
C24 2.42257 -1.27810 -3.40291
C25 3.45638 1.84711 -2.01493
C26 4.14333 2.10300 -3.19840
C27 5.34914 2.78781 -3.15978
C28 5.86801 3.21321 -1.94516
C29 5.18824 2.95001 -0.76212
C30 3.98378 2.26534 -0.79444
C31 0.59461 2.28818 -2.22423
C32 -0.73495 1.87033 -2.33022
C33 -1.75686 2.80286 -2.35984
C34 -1.45653 4.16021 -2.28789
C35 -0.13860 4.57962 -2.19823
C36 0.89026 3.64504 -2.16700
H11 0.62702 1.29608 -4.70726
H12 0.54249 -0.25750 -6.61433
H13 1.62608 -2.47147 -6.46179
H14 2.83039 -3.12545 -4.39694
H15 2.96206 -1.55635 -2.50592
H16 3.74494 1.76302 -4.14650
H17 5.88501 2.98172 -4.07897
H18 6.81035 3.74380 -1.91733
H19 5.60175 3.27086 0.18450
H20 3.46689 2.02872 0.12788
H21 -0.97075 0.81182 -2.39428
H22 -2.78485 2.47574 -2.44771
H23 -2.25498 4.89004 -2.31750
H24 0.09476 5.63532 -2.15828
H25 1.91881 3.97681 -2.09585
C37 -5.85027 -0.45803 4.26298
C38 -4.36274 -0.25970 4.24080
C39 -3.78776 0.93869 4.64972
C40 -2.41550 1.13710 4.61354
C41 -1.85792 2.45497 5.09760
C42 -1.60047 0.10740 4.10791
C43 -0.18636 0.38750 3.87731
O3 0.49921 -0.17661 3.03793
C44 -2.15376 -1.14411 3.76011
C45 -1.30848 -2.34059 3.40345
C46 -3.52689 -1.29535 3.83169
H26 -6.37197 0.44785 4.56589
H27 -6.12119 -1.25520 4.95690
H28 -6.20849 -0.75273 3.27552
H29 -4.42731 1.73530 5.01283
H30 -2.66824 3.10254 5.42802
H31 -1.30461 2.98543 4.32293
H32 -1.18483 2.31609 5.94531
H33 0.26349 1.19573 4.47562
H34 -0.44156 -2.42017 4.06018
H35 -0.92995 -2.29581 2.38402
H36 -1.90067 -3.24923 3.50174
H37 -3.96332 -2.24967 3.55975

Cartesian forces (eV/Å) of the 3 atoms listed first:
Os -0.34 -0.08 -0.09
Cl 0.01 0.00 0.00
C -0.03 0.00 0.01

Its multiplicity is 5. The calculation puts the energy above the lowest of the compared OMol25 structures with the same formula, charge and spin at 4.0 kcal/mol. As for the total charge: +1. Its HOMO-LUMO gap (spin up / spin down) is 0.252 / 0.226 Ha. The value obtained for the LUMO energy (spin up / spin down) is -0.1076 / -0.1478 Ha. As for the expectation value of S²: 6.02.